Record 1
Here is a molecular structure, C28H32N3O3PRhS at a distorted geometry from OMol25. Energies are from ωB97M-V with the def2-TZVPD basis set.

Values from the calculation:
E in hartree: -2326.04869
Energy relative to the best compared isomer or geometry (same formula, charge and spin) in kcal per mole: 13.1
Total charge: +1
Orbital gap in eV: 7.55
F_max in hartree/bohr: 0.0328

Atoms and positions in Å:
Rh1 1.244 1.432 0.161
N1 -0.774 1.775 -0.210
C1 -1.170 3.197 -0.053
C2 -0.125 4.066 -0.750
N2 1.183 3.783 -0.135
C3 1.439 4.485 1.147
C4 1.263 3.539 2.330
N3 1.952 2.284 2.000
H1 -1.332 1.141 0.363
H2 -0.925 1.513 -1.179
H3 -2.165 3.372 -0.466
H4 -1.207 3.418 1.012
H5 -0.077 3.813 -1.810
H6 -0.406 5.119 -0.671
H7 1.969 3.914 -0.759
H8 2.453 4.883 1.120
H9 0.762 5.334 1.268
H10 1.629 4.006 3.247
H11 0.213 3.292 2.481
H12 2.941 2.442 1.816
H13 1.865 1.599 2.744
O1 5.085 0.901 -1.188
C5 3.921 0.754 -0.947
O2 3.203 1.650 -0.264
C6 3.105 -0.450 -1.401
P1 1.422 0.164 -1.699
C7 0.300 -1.236 -1.871
C8 -0.851 -1.126 -2.654
C9 -1.740 -2.187 -2.744
C10 -1.480 -3.366 -2.061
C11 -0.345 -3.476 -1.269
C12 0.536 -2.412 -1.160
C13 1.499 0.991 -3.298
C14 1.359 0.268 -4.485
C15 1.513 0.906 -5.705
C16 1.815 2.261 -5.753
C17 1.978 2.980 -4.579
C18 1.819 2.346 -3.357
H14 3.075 -1.162 -0.575
H15 3.552 -0.923 -2.273
H16 -1.050 -0.219 -3.213
H17 -2.624 -2.098 -3.361
H18 -2.162 -4.202 -2.147
H19 -0.146 -4.391 -0.726
H20 1.399 -2.505 -0.516
H21 1.139 -0.791 -4.458
H22 1.400 0.343 -6.622
H23 1.938 2.752 -6.709
H24 2.240 4.029 -4.616
H25 1.989 2.891 -2.440
C19 -5.017 -3.737 4.794
C20 -4.390 -5.028 4.345
O3 -4.944 -5.856 3.689
S1 -2.667 -5.307 4.943
C21 -1.915 -3.994 4.013
C22 -2.183 -3.823 2.658
C23 -1.554 -2.817 1.944
C24 -0.630 -1.975 2.563
C25 -0.359 -2.155 3.919
C26 -1.001 -3.150 4.638
C27 0.023 -0.935 1.805
C28 0.602 -0.066 1.193
H26 -5.903 -3.525 4.199
H27 -4.300 -2.919 4.739
H28 -5.302 -3.857 5.841
H29 -2.876 -4.488 2.158
H30 -1.769 -2.685 0.892
H31 0.356 -1.509 4.411
H32 -0.794 -3.275 5.693

Cartesian forces, eV/Å:
0.091 1.366 -0.985
-0.396 0.069 0.524
0.100 -0.005 -0.149
0.004 -0.231 0.305
0.138 -0.098 -0.261
-0.130 -0.188 -0.032
0.093 0.017 -0.080
-0.504 0.164 0.588
-0.092 0.098 -0.027
-0.109 -0.140 0.017
0.008 -0.005 -0.018
-0.037 0.032 -0.014
0.013 -0.039 -0.020
0.049 0.017 0.022
-0.165 0.337 -0.089
0.032 -0.079 0.072
0.024 0.045 -0.108
0.078 -0.009 -0.030
0.009 0.054 0.080
0.035 -0.124 -0.052
0.017 0.032 0.031
0.012 -0.115 -0.096
-0.132 0.496 0.275
0.568 -0.581 0.372
0.028 -0.116 -0.089
-0.052 -0.320 0.259
-0.051 -0.003 -0.086
-0.040 0.034 0.065
0.012 0.019 0.010
0.006 -0.018 -0.003
0.003 -0.003 -0.011
-0.001 -0.037 -0.091
-0.050 -0.040 -0.116
0.038 0.077 -0.028
-0.017 -0.025 0.000
0.009 0.005 -0.019
-0.009 -0.011 0.018
0.022 -0.024 -0.070
-0.012 -0.010 0.013
0.008 -0.015 -0.001
0.016 -0.013 -0.024
0.003 0.004 0.005
0.000 0.006 0.006
-0.002 0.003 -0.004
0.014 -0.011 -0.014
-0.009 0.003 -0.001
0.011 0.004 0.005
-0.003 -0.003 0.009
-0.003 -0.006 0.002
0.009 -0.001 0.014
0.084 0.008 0.007
-0.087 0.026 -0.061
0.031 -0.046 0.103
-0.038 -0.010 -0.158
0.048 0.048 0.113
0.016 -0.016 -0.023
-0.078 -0.009 -0.006
0.038 0.159 -0.119
0.050 -0.039 0.053
0.024 0.017 0.005
-0.046 -0.083 0.301
0.382 -0.680 -0.378
0.012 -0.015 -0.006
-0.039 0.017 0.002
0.005 0.007 -0.008
0.001 -0.003 -0.007
-0.026 0.007 0.017
-0.006 -0.007 -0.002
-0.006 0.009 -0.004

***

Record 2
Here is a molecular structure, C28H33BN3 at a distorted geometry from OMol25. Energies are from ωB97M-V with the def2-TZVPD basis set.

Values from the calculation:
E in hartree: -1275.55675
Energy relative to the best compared isomer or geometry (same formula, charge and spin) in kcal per mole: 45.2
Total charge: +1
Orbital gap in eV: 4.85
F_max in hartree/bohr: 0.0492

Atoms and positions in Å:
C1 6.799 0.181 -2.198
N1 5.606 -0.551 -1.790
C2 4.325 -0.019 -1.733
C3 3.405 -1.062 -1.513
C4 1.929 -1.042 -1.206
C5 0.865 -1.979 -1.678
C6 1.001 -3.138 -2.436
N2 -0.143 -3.890 -2.329
C7 -0.293 -5.187 -2.950
C8 -1.081 -3.219 -1.524
C9 -0.471 -1.996 -1.087
C10 -1.100 -1.225 -0.096
C11 -2.440 -1.555 0.202
C12 -3.052 -2.749 -0.245
C13 -2.358 -3.610 -1.120
C14 4.191 -2.227 -1.180
C15 5.544 -1.915 -1.476
C16 6.524 -2.902 -1.440
C17 6.146 -4.208 -1.062
C18 4.818 -4.484 -0.688
C19 3.847 -3.471 -0.657
H1 7.707 -0.438 -2.114
H2 6.651 0.506 -3.241
H3 6.904 1.076 -1.562
H4 4.138 1.050 -1.884
H5 1.512 -0.062 -1.415
H6 1.881 -3.516 -2.960
H7 -1.265 -5.591 -2.654
H8 -0.228 -5.075 -4.041
H9 0.517 -5.855 -2.611
H10 -0.596 -0.395 0.430
H11 -3.039 -0.867 0.802
H12 -4.069 -3.015 0.070
H13 -2.779 -4.546 -1.496
H14 7.540 -2.669 -1.744
H15 6.891 -5.014 -1.076
H16 4.567 -5.511 -0.418
H17 2.868 -3.644 -0.214
C20 -4.955 4.976 0.900
C21 -4.741 4.080 2.115
C22 -4.819 4.844 3.423
C23 -5.695 2.896 2.055
C24 -3.361 3.557 2.059
C25 -2.516 3.792 3.128
C26 -1.209 3.427 3.039
N3 -0.739 2.959 1.829
B1 0.682 2.876 2.168
H18 2.018 -1.318 -0.204
C27 -1.591 2.539 0.803
C28 -2.923 2.904 0.899
H19 -4.852 4.425 -0.041
H20 -5.959 5.391 0.967
H21 -4.219 5.785 0.891
H22 -4.583 4.164 4.251
H23 -4.071 5.648 3.404
H24 -5.816 5.243 3.534
H25 -5.484 2.189 2.863
H26 -6.707 3.282 2.156
H27 -5.605 2.352 1.107
H28 -2.804 4.262 4.074
H29 -0.624 3.382 3.966
H30 1.544 3.596 1.862
H31 0.673 1.972 2.961
H32 -1.231 1.867 0.012
H33 -3.676 2.724 0.114

Cartesian forces, eV/Å:
-0.429 0.308 -0.139
0.096 -0.736 0.531
-1.124 -1.564 -0.466
0.903 0.620 0.158
0.187 0.877 -1.315
0.289 -1.673 -0.882
-0.367 1.157 1.177
-0.700 0.481 0.321
0.041 0.074 -0.082
0.845 0.118 -0.455
1.181 -0.971 -0.022
-1.160 -0.104 -0.430
0.363 0.010 0.255
0.535 -0.208 -0.836
-0.172 0.423 0.358
0.340 0.719 -0.631
-0.542 0.401 -0.029
0.057 -0.660 0.105
0.129 0.804 -0.512
-0.138 0.339 0.323
0.631 -0.915 -0.230
-0.564 0.236 -0.009
0.391 -0.085 0.312
0.133 -0.330 -0.235
0.191 -0.610 -0.104
0.194 0.581 0.686
-0.425 0.183 0.168
0.295 -0.114 -0.243
-0.187 -0.233 0.280
-0.394 0.132 -0.102
-0.294 -0.395 -0.550
0.263 -0.332 0.181
0.501 0.261 -0.157
-0.039 0.350 0.327
-0.037 -0.186 0.173
-0.370 0.441 0.014
-0.008 0.364 0.170
0.047 -0.121 -0.451
0.066 0.287 -0.028
0.174 -0.262 0.077
-0.704 0.102 -0.132
-0.217 -0.168 0.196
0.176 0.378 -0.859
0.969 0.048 0.819
-0.905 -0.435 -1.233
-1.667 -0.708 -0.221
0.522 -1.955 0.746
-0.653 0.468 2.400
0.199 0.902 1.109
0.361 -0.199 0.320
-0.193 0.134 0.195
-0.016 0.140 -0.192
-0.186 0.058 -0.027
-0.577 0.367 -0.040
-0.482 0.064 0.169
-0.226 0.283 0.272
-0.186 0.056 -0.020
-0.152 -0.235 -0.019
-0.131 0.155 0.161
0.099 -0.546 -0.703
0.478 0.310 -0.784
0.083 0.259 -0.396
1.268 0.340 -0.152
0.351 0.799 0.295
0.890 -0.284 0.389

***

Record 3
Here is a molecular structure, C28H33CeClIN7O7S2 at a distorted geometry from OMol25. Energies are from ωB97M-V with the def2-TZVPD basis set.

Values from the calculation:
E in hartree: -4026.04619
Energy relative to the best compared isomer or geometry (same formula, charge and spin) in kcal per mole: 0.0
Spin multiplicity: 2
Total charge: +1
Orbital gap (alpha / beta) in eV: 5.03 / 5.03
F_max in hartree/bohr: 0.0259

Atoms and positions in Å:
Ce1 -0.299 0.198 -0.206
C1 -1.309 -2.790 2.040
O1 -0.411 -1.763 1.621
C2 0.960 -2.040 1.949
C3 1.615 -2.746 0.793
O2 1.367 -1.996 -0.404
C4 1.046 -2.824 -1.533
C5 -0.434 -3.093 -1.542
O3 -1.151 -1.864 -1.718
C6 -1.504 -1.643 -3.094
H1 -1.414 -2.780 3.126
H2 -0.951 -3.771 1.720
H3 -2.273 -2.603 1.576
H4 1.033 -2.630 2.866
H5 1.442 -1.083 2.142
H6 1.214 -3.757 0.678
H7 2.692 -2.822 0.963
H8 1.617 -3.754 -1.491
H9 1.349 -2.266 -2.421
H10 -0.764 -3.524 -0.595
H11 -0.705 -3.793 -2.337
H12 -2.346 -2.282 -3.363
H13 -0.650 -1.840 -3.743
H14 -1.778 -0.595 -3.207
Cl1 1.290 3.329 6.120
C7 1.377 2.587 4.561
C8 2.488 1.898 4.194
C9 2.579 1.307 2.904
I1 4.314 0.292 2.436
C10 1.560 1.401 1.999
O4 1.589 0.866 0.781
C11 0.367 2.094 2.403
N1 -0.666 2.120 1.509
C12 -1.732 2.836 1.787
C13 -1.883 3.539 2.997
C14 -0.894 3.449 3.933
C15 0.278 2.704 3.664
H15 3.313 1.808 4.886
H16 -2.510 2.869 1.032
H17 -2.774 4.124 3.168
H18 -0.986 3.958 4.882
O5 -0.151 7.570 -7.423
S1 0.133 6.482 -6.522
O6 0.725 6.869 -5.252
O7 0.768 5.325 -7.126
C16 -1.477 5.863 -6.037
N2 -2.549 6.144 -6.778
C17 -3.709 5.646 -6.370
C18 -3.846 4.812 -5.267
C19 -2.664 4.576 -4.585
N3 -1.511 5.113 -4.936
C20 -2.511 3.656 -3.415
C21 -3.330 2.552 -3.174
C22 -2.937 1.620 -2.235
N4 -1.797 1.744 -1.528
C23 -1.086 2.877 -1.677
C24 -1.397 3.850 -2.592
H19 -4.580 5.915 -6.959
H20 -4.803 4.403 -4.982
H21 -4.215 2.369 -3.769
H22 -3.513 0.712 -2.084
H23 -0.175 2.969 -1.092
H24 -0.745 4.694 -2.761
C25 3.289 1.240 -4.917
N5 3.631 1.065 -3.506
C26 4.902 1.212 -2.978
C27 4.803 1.038 -1.644
N6 3.476 0.775 -1.379
C28 2.768 0.784 -2.520
S2 1.067 0.574 -2.715
H25 3.950 1.993 -5.336
H26 2.263 1.590 -4.988
H27 3.403 0.300 -5.452
H28 5.739 1.465 -3.601
H29 5.535 1.110 -0.862
H30 3.045 0.634 -0.463
N7 -2.847 -0.140 0.725
H31 -3.360 0.701 0.471
H32 -2.932 -0.232 1.735
H33 -3.363 -0.912 0.313

Cartesian forces, eV/Å:
-0.214 -0.847 -0.371
0.034 -0.016 -0.002
0.013 0.187 0.099
-0.013 0.080 0.165
0.126 -0.094 -0.130
-0.029 -0.002 0.029
0.238 0.067 0.019
-0.225 -0.126 -0.117
-0.015 0.135 0.121
0.035 0.083 -0.033
0.009 -0.010 -0.005
-0.021 -0.014 0.031
-0.002 -0.013 0.002
-0.064 -0.044 -0.053
-0.002 -0.026 -0.050
-0.011 0.022 0.029
-0.034 -0.001 -0.020
-0.003 0.002 -0.009
-0.049 -0.014 0.055
0.035 0.008 0.006
0.034 0.009 0.023
0.022 -0.007 -0.015
-0.023 0.013 -0.005
-0.020 -0.050 0.007
0.013 -0.028 -0.015
-0.165 0.018 -0.061
0.007 -0.077 -0.199
0.074 0.238 0.643
0.182 -0.170 -0.192
-0.303 0.005 -0.339
0.177 0.134 0.327
0.168 -0.162 0.093
0.222 -0.007 -0.029
-0.055 0.082 0.284
-0.067 -0.133 -0.304
0.198 -0.038 0.172
-0.174 0.380 0.075
0.032 0.001 -0.016
0.010 0.008 -0.001
-0.002 0.019 0.015
0.000 0.002 0.012
-0.134 -0.059 0.011
1.145 0.678 -0.080
-0.214 -0.072 0.095
-0.258 -0.353 -0.017
-0.633 -0.229 0.126
-0.095 -0.011 0.093
-0.126 0.021 -0.180
0.254 0.064 -0.032
-0.117 -0.296 0.423
0.209 0.001 -0.194
0.037 0.271 -0.143
0.058 -0.043 -0.054
0.384 0.213 -0.010
-0.470 0.213 0.143
-0.003 -0.113 -0.189
-0.141 -0.167 -0.149
0.023 -0.005 -0.026
-0.036 -0.011 0.054
-0.002 0.038 -0.003
0.011 0.015 0.027
-0.024 -0.004 0.078
-0.022 0.061 -0.016
-0.015 0.057 0.115
0.040 -0.043 -0.183
-0.074 0.098 0.076
-0.028 0.031 -0.031
-0.103 -0.205 0.129
-0.292 0.175 0.118
0.328 -0.030 -0.171
-0.014 -0.007 -0.042
0.025 0.001 -0.036
-0.013 -0.010 -0.013
0.051 -0.017 -0.001
0.059 -0.038 0.007
0.100 0.124 -0.129
-0.067 0.098 -0.044
0.004 -0.009 0.028
0.008 -0.005 -0.035
0.009 -0.041 0.012